ORCA calculation (the ωB97M-V functional and the def2-TZVPD basis) on C55H57KN4O3P2 as an isolated structure in a non-equilibrium geometry.

XYZ file:
```
122
Properties=species:S:1:pos:R:3
K 0.091 0.714 -0.452
C -1.564 -3.472 2.320
C -1.099 -2.531 1.255
N -0.903 -1.275 1.423
N -1.107 -0.775 2.681
C -1.026 0.564 2.674
O -0.859 1.339 1.714
C -1.154 1.188 4.055
C -1.582 0.467 5.168
C -1.680 1.083 6.409
C -1.347 2.426 6.555
C -0.920 3.149 5.448
C -0.831 2.533 4.203
C -0.818 -3.054 -0.122
C -1.183 -4.351 -0.479
C -0.900 -4.809 -1.757
C -0.253 -3.975 -2.650
C 0.074 -2.699 -2.213
N -0.197 -2.243 -0.992
H -1.682 -2.922 3.249
H -0.844 -4.286 2.463
H -2.529 -3.926 2.064
H -1.838 -0.576 5.031
H -2.020 0.511 7.266
H -1.419 2.904 7.526
H -0.658 4.196 5.549
H -0.511 3.077 3.323
H -1.686 -4.989 0.236
H -1.187 -5.812 -2.051
H -0.009 -4.287 -3.658
H 0.576 -2.005 -2.882
O -1.550 3.750 -2.783
C -2.078 2.804 -2.191
O -1.583 1.666 -1.928
C -3.496 2.955 -1.647
C -4.232 4.073 -2.024
C -5.533 4.254 -1.578
C -6.097 3.305 -0.734
C -5.361 2.194 -0.344
C -4.050 1.993 -0.783
P -3.020 0.478 -0.334
C -4.086 -0.234 1.047
C -4.262 0.545 2.197
C -4.817 0.028 3.359
C -5.196 -1.308 3.419
C -5.003 -2.110 2.302
C -4.452 -1.580 1.139
C -3.647 -0.580 -1.749
C -4.980 -0.981 -1.868
C -5.413 -1.769 -2.924
C -4.510 -2.170 -3.905
C -3.187 -1.761 -3.817
C -2.764 -0.970 -2.753
H -3.743 4.786 -2.677
H -6.105 5.124 -1.881
H -7.114 3.425 -0.374
H -5.824 1.471 0.316
H -3.930 1.579 2.189
H -4.921 0.666 4.230
H -5.619 -1.721 4.327
H -5.270 -3.161 2.335
H -4.293 -2.240 0.292
H -5.696 -0.666 -1.117
H -6.454 -2.066 -2.983
H -4.841 -2.787 -4.732
H -2.471 -2.047 -4.578
H -1.738 -0.628 -2.716
C 2.159 2.970 1.644
C 2.807 1.792 2.392
C 4.208 2.181 2.853
P 2.614 0.273 1.316
C 2.572 -1.118 2.553
C 3.545 -1.163 3.728
C 2.596 -2.437 1.777
C 4.180 0.136 0.379
C 5.447 -0.094 0.910
C 6.609 -0.175 0.147
C 7.960 -0.401 0.777
C 6.457 0.008 -1.231
C 5.230 0.241 -1.820
C 4.026 0.303 -1.050
N 2.808 0.548 -1.551
C 2.518 0.528 -2.902
C 2.686 -0.605 -3.729
C 3.303 -1.867 -3.182
C 2.223 -0.573 -5.047
C 1.585 0.533 -5.588
C 1.045 0.518 -6.996
C 1.421 1.647 -4.764
C 1.870 1.668 -3.453
C 1.677 2.888 -2.588
H 2.190 3.885 2.246
H 1.115 2.751 1.409
H 2.687 3.167 0.705
H 2.190 1.564 3.270
H 4.865 2.349 1.995
H 4.681 1.418 3.476
H 4.168 3.111 3.433
H 1.561 -0.999 2.960
H 4.575 -1.330 3.403
H 3.281 -1.992 4.397
H 3.519 -0.247 4.323
H 3.575 -2.595 1.314
H 1.847 -2.445 0.981
H 2.393 -3.282 2.445
H 5.546 -0.207 1.985
H 7.853 -0.775 1.799
H 8.562 0.514 0.836
H 8.553 -1.137 0.225
H 7.340 -0.027 -1.867
H 5.161 0.391 -2.891
H 3.122 -1.952 -2.109
H 4.389 -1.892 -3.315
H 2.883 -2.748 -3.677
H 2.349 -1.465 -5.661
H 1.467 -0.312 -7.568
H 1.281 1.444 -7.528
H -0.045 0.410 -7.015
H 0.908 2.527 -5.145
H 1.407 3.755 -3.190
H 2.582 3.087 -2.011
H 0.851 2.751 -1.885
```

Properties
Total charge = -2
Relative energy (zero: lowest compared OMol25 entry of this formula, charge and spin) = 0.000 eV
Maximum force = 1.18 eV/A
Frontier orbital gap = 5.3 eV

Mulliken population analysis, charges in e, atoms 1 to 6: 1.74 -2.32 -0.11 2.71 -0.98 -0.20